[1]
Formula: C4H11NO2
Source: the OMol25 dataset
Level of theory: ωB97M-V/def2-TZVPD

XYZ file:
```
18
Properties=species:S:1:pos:R:3:forces:R:3
O -1.865302 1.958548 0.335897 0.0 0.2 0.0
H 0.588877 0.919558 -1.322114 0.1 -0.2 -0.3
H -1.495554 -2.122776 -0.469566 0.1 0.4 0.1
H -1.132885 0.263441 -1.510696 0.0 -0.1 -0.1
H 1.694844 -1.840673 0.971183 -0.1 -0.2 -0.2
H -1.760530 2.317513 -0.555324 0.0 0.0 0.2
H -0.933004 0.729423 1.589875 0.2 -0.3 -0.4
O 0.406526 2.126407 0.867223 0.0 0.0 -0.1
H 0.146994 2.816355 1.497974 0.0 -0.2 -0.1
H 0.387193 -1.027956 -2.015631 0.5 -1.6 1.5
C 1.606110 -1.050227 0.225970 0.1 0.2 0.2
H -0.496304 -2.416980 0.874874 0.2 -0.1 -0.4
H 1.846728 -0.114088 0.732507 -0.1 0.1 -0.1
C -0.177425 0.228378 -1.007093 -1.4 3.2 4.8
H 2.333344 -1.220016 -0.567538 0.0 0.0 0.2
N -0.702242 -1.832204 0.080712 -0.8 -1.0 0.9
C -0.685647 1.248677 0.654230 0.0 0.1 -2.1
C 0.238276 -0.983380 -0.382484 1.1 -0.6 -4.2
```
Positions in Å, forces in eV/Å.

[2]
9
Properties=species:S:1:pos:R:3:forces:R:3 method="wB97M-V/def2-TZVPD" smiles="O=c1oc(=S)on1O"
H -1.874439 -1.745478 -0.134973 -0.5 -0.6 -0.2
C -0.595799 0.940449 -0.033498 0.3 -0.1 -0.2
O -1.449922 -1.133493 0.460493 0.2 0.2 0.2
O 0.722655 1.297915 0.044659 0.0 -0.2 0.0
N -0.624387 -0.448874 -0.390498 0.2 0.5 0.1
S 3.108394 0.148667 0.132192 -0.3 0.0 -0.1
O -1.517053 1.656813 0.098973 -0.2 0.1 0.1
O 0.718946 -0.894754 -0.173030 0.2 -0.1 0.0
C 1.511603 0.178753 -0.004321 0.1 0.1 0.1

[3]
13
Properties=species:S:1:pos:R:3:forces:R:3 method="wB97M-V/def2-TZVPD"
C -2.067028 0.037716 0.034955 -2.8 -1.0 2.1
N -0.690393 -0.221871 -0.389055 1.2 0.1 1.0
H -0.388373 1.845508 0.033678 0.7 -1.1 -0.8
H 3.189428 -0.208439 -0.053508 0.8 0.4 0.6
H 2.047275 -1.020456 -0.912028 -0.8 0.3 1.0
H -2.591188 -0.924691 0.681634 1.7 2.5 -2.1
H -2.129974 0.894834 0.873572 0.1 -1.7 -2.2
C 0.179882 0.886651 -0.183078 -0.1 0.2 0.8
C 2.135680 -0.373288 0.014081 -0.2 -0.9 -0.5
H -2.792854 0.259571 -0.868433 1.5 -0.3 1.9
H -0.255345 -1.157900 -0.163084 -1.0 1.6 -0.4
H 1.904849 -0.943486 0.989448 0.2 0.7 -1.5
N 1.458042 0.925846 -0.058183 -1.4 -0.9 0.1

[4]
Formula: C43H86Br10O33
Source: the OMol25 dataset
Level of theory: ωB97M-V/def2-TZVPD

XYZ file:
```
172
Properties=species:S:1:pos:R:3:forces:R:3
H 2.128147 -1.370495 -1.417531 -0.1 -0.2 -0.2
C -2.827749 0.928573 4.306647 -0.7 0.3 0.0
O -3.225588 2.143537 3.888005 -0.7 -0.3 0.7
H 5.819099 4.187682 -5.003127 -1.4 -0.9 -1.0
H 2.702999 -2.641118 -6.137715 0.1 0.3 0.6
H -2.814565 -3.311786 -0.448637 -0.1 -1.0 -0.3
O -1.418835 -6.590169 -1.612513 -0.3 -0.5 -0.5
H -6.839957 6.372419 6.441682 -0.1 0.8 0.0
H -8.244835 2.942475 1.283838 -0.2 0.3 -0.2
H -1.568824 3.022027 0.097477 0.4 -0.1 -0.8
H 1.902169 -2.485287 -2.784532 -0.5 0.6 0.1
O -2.501833 4.535889 1.108484 -1.1 0.2 1.8
O -0.334503 -5.760726 -4.183997 -1.4 1.2 0.0
C 5.180136 -6.414028 -2.268108 0.2 0.5 -0.8
Br 2.087981 -3.649476 6.796064 0.4 0.1 0.1
C 0.863554 -5.456225 -3.484566 1.2 -0.3 -0.3
H 6.594791 -5.261815 -0.946819 -0.5 -0.1 -0.8
H -3.240584 -3.427726 -5.456435 0.5 -0.8 -0.3
O -1.411722 -4.809227 -0.272709 -1.3 0.8 0.5
Br 0.803467 -2.709433 -7.564473 -0.2 0.4 0.5
H -1.354539 -1.294635 -4.877796 0.3 -0.5 0.5
C -1.410555 1.184749 -4.227395 0.3 1.5 0.8
C -2.082146 -0.116589 0.200409 -1.1 -1.8 0.6
H -1.365516 7.772502 -0.554223 0.0 -0.2 0.6
C 1.847646 -1.973699 -6.042831 -0.4 -1.2 0.0
O -2.405305 0.401265 -4.401723 -2.2 -0.5 0.5
C -2.433538 3.182138 0.699428 0.2 -1.5 1.9
H 4.360093 2.981962 1.161403 0.3 -0.2 0.6
Br 4.449467 -4.686253 -2.816358 -0.2 0.1 0.1
C -0.322724 -0.878713 -1.121309 0.2 1.7 0.3
C 5.589392 2.322673 -6.131803 0.6 0.4 0.0
O -0.508269 -3.550087 -4.563925 -0.3 1.9 -0.1
H 5.043723 6.911500 3.430229 0.7 0.3 -0.3
C -2.262656 -0.782039 -5.120930 -0.2 -0.5 -0.6
H -6.574218 3.064558 1.844662 -0.3 -1.0 -1.0
H -4.523311 2.847061 5.442633 0.3 -0.7 -0.4
Br 5.545650 5.054887 0.295431 -0.1 -0.5 -0.2
H 5.692930 -6.746202 -3.174949 0.5 0.1 0.5
O -1.185639 5.180485 -0.518477 1.1 0.3 -0.9
H -4.366951 -1.667309 5.628260 -0.6 0.3 -0.2
C -0.917103 -4.642911 -4.739652 0.2 -3.9 0.0
C -2.762571 -4.155787 -6.160316 0.0 1.1 0.7
H -4.748223 6.643007 2.500119 -0.1 0.2 0.3
O -1.721788 6.571036 1.151806 0.0 0.6 0.5
C -4.513891 2.624957 4.356203 0.3 1.2 0.5
H -3.540686 -4.680539 -6.672371 -0.3 -0.6 -0.1
C -6.625664 0.291057 1.790497 2.4 1.3 -0.2
C -7.313845 7.380098 6.401529 2.1 -0.6 0.7
H 1.279927 -6.412396 -3.075334 -0.7 0.9 -0.2
H 1.353779 0.103303 -6.294901 -0.9 0.3 0.1
Br 6.409264 1.017356 -4.912598 -0.1 0.8 -0.3
C 3.154898 -0.057069 2.228822 1.8 0.9 -0.4
H -7.062772 2.218844 0.220281 0.9 0.4 -1.3
O -5.447685 0.598154 1.670446 -0.6 0.1 0.0
C 2.181444 -0.550861 -6.180699 1.3 1.0 -1.0
H -2.239161 0.838210 -0.208827 0.0 1.1 -0.9
H 5.480922 -6.216485 -0.113524 -0.9 -0.3 0.5
O 3.532691 2.971938 3.397994 -1.2 3.5 -0.6
C -3.509521 -1.114274 5.279659 0.9 0.8 -0.3
H 0.087128 7.382686 0.400773 -0.4 -0.5 -0.1
O -1.922522 -5.119452 -5.513376 0.1 0.9 0.5
H 1.269714 -2.114988 -5.111279 0.2 -0.3 -0.6
O -6.104712 8.082637 3.197710 -1.4 -0.7 1.5
C -5.486614 7.372605 2.163280 0.8 -0.8 -0.3
H -5.166859 -1.728766 1.268209 1.0 0.9 -1.3
H 3.525277 6.736088 2.479978 0.5 -0.2 0.5
C 4.066717 -6.143661 3.330855 -0.6 -0.5 -1.3
O -6.290825 6.049574 4.187203 -0.8 1.0 -0.1
C -2.511504 -4.200714 -1.050284 2.1 1.5 -0.2
H 0.098217 -2.411292 6.161765 0.4 -0.4 -1.0
H 4.651938 -6.276365 2.422490 0.2 -0.4 0.2
O -0.453908 -6.624550 0.438303 0.2 -0.5 -0.5
C -7.286438 2.448198 1.219185 -0.6 0.5 2.3
H 2.654342 -3.133785 0.205862 -0.6 0.0 -0.7
H 6.973140 0.169586 -1.600198 -0.3 -0.3 0.1
H 4.796900 1.776092 -6.553705 -0.7 -0.8 -1.0
Br 3.557457 3.203271 -4.401832 -0.3 0.1 0.1
O 4.034412 -1.347623 0.058674 0.6 0.4 0.6
H -6.281793 -2.852740 1.766353 -0.9 -0.6 0.1
H 3.085087 0.695662 2.969628 -0.5 0.5 0.8
O 2.172621 -3.557762 2.066612 0.3 -1.4 1.2
H 6.429010 -1.501227 -1.420581 -0.5 0.1 0.5
O 3.406582 -4.913539 3.221686 -0.8 1.2 -0.4
O -1.681744 0.586362 4.248426 -0.1 -0.3 -0.1
H -0.312606 -4.732233 5.410931 0.3 -0.7 0.5
O 0.310965 0.113750 -0.819015 -0.3 -0.2 0.2
H -3.068202 -0.465543 0.617824 1.0 0.0 -0.7
C 2.857519 -4.712348 2.010020 0.1 1.7 0.8
C 1.520784 -1.560860 -2.310456 0.5 -1.7 1.5
O 4.375318 5.039412 3.378719 -1.2 -0.3 0.4
C 0.245561 -7.862076 0.113658 -0.7 -0.1 -2.2
O -7.017168 -0.947229 1.904557 -0.5 -1.0 0.1
H 4.672847 -6.112707 4.188859 0.6 0.0 1.1
H -6.190329 6.830323 1.557952 -0.5 0.0 -0.4
C 4.172500 3.624676 0.330279 -0.2 0.6 -0.6
H 3.279061 4.225829 0.498916 -0.1 -0.4 -0.3
C 0.832329 -2.930669 5.498292 -0.9 0.7 0.9
H -5.440194 -1.879895 2.957445 -0.4 0.3 -0.2
C -1.136498 -6.055127 -0.581948 0.7 -0.6 0.3
O 4.468048 0.203712 1.674741 0.2 -0.4 -0.8
H 5.101128 2.225484 -0.992005 0.1 0.1 0.1
C 1.738794 -3.117574 0.797960 0.4 1.3 -0.3
C -1.734551 5.413954 0.518594 -0.2 -0.6 -1.3
Br 2.763088 1.594160 -1.172168 -0.4 0.2 0.2
Br 3.222637 -0.215143 -7.843723 0.0 0.0 0.3
H -0.581071 3.730319 -4.268107 -0.2 -0.8 1.6
H 4.617156 4.150218 -6.370545 -0.4 0.9 -1.3
H 1.501815 -5.140161 -4.308529 0.8 0.2 0.5
H 0.260225 4.570306 2.374015 -0.5 0.5 -0.7
H 3.179240 -1.024779 2.595961 -0.2 -1.9 1.1
C -0.989876 7.589933 0.468794 0.9 1.4 -0.1
H 1.485773 -2.058161 0.996273 -0.2 -0.6 -0.5
H 2.837372 -0.145601 -5.403091 -0.2 -0.4 0.1
O -7.152492 7.940543 5.119268 -0.1 0.5 -1.4
H 0.862014 3.225230 3.282266 0.7 0.7 -0.6
H -5.366011 2.008183 4.096074 0.2 -0.2 -0.2
H -3.364720 2.820672 0.268171 0.0 0.4 -0.4
H 1.309363 3.262706 1.570717 -0.2 0.4 -0.2
C 4.204932 2.837737 -0.964732 1.0 0.1 0.5
C 5.038698 3.580176 -5.603962 1.2 0.5 3.8
H -6.777652 8.090433 7.099607 -0.9 -0.9 -0.5
H -2.969838 -1.696078 4.519685 -0.1 0.3 0.2
Br -0.943685 -3.767171 3.351165 -0.3 0.5 -0.5
H 3.543933 6.803834 4.271318 0.0 -0.7 -0.3
H 6.256018 2.769625 -6.858996 0.8 -1.2 -0.4
H -1.998941 -3.763008 -1.953257 -0.9 -0.6 0.5
H -3.175383 -1.365242 -4.872256 0.8 0.3 -0.5
C 4.093580 6.431658 3.382693 -0.9 0.9 -0.2
O 2.254628 4.786610 2.706013 -0.7 -0.9 0.2
H 1.638058 -0.694608 -2.905199 -0.5 0.8 -1.0
H 3.264821 -6.870717 3.388545 0.4 -0.7 0.1
H -1.590317 3.994627 -2.811085 0.6 0.2 0.5
H 1.249911 -7.609599 -0.234577 0.0 0.1 0.4
C 3.342861 4.193748 3.195606 1.6 -3.1 0.4
H -2.292875 2.547759 1.633696 -0.2 1.0 -0.9
C -5.926095 -1.868751 1.968969 -0.2 -0.8 1.6
O -7.606035 1.172162 1.812255 -0.5 -0.6 0.3
H -0.223124 -8.428238 -0.778942 0.3 1.0 1.7
O -3.876040 0.209772 4.771355 0.3 -0.9 0.0
H 0.269075 -8.480907 0.992427 0.0 0.0 0.3
H 2.435362 0.006628 1.469000 -1.1 0.4 -1.0
Br 7.434854 -7.485494 -0.841278 0.3 -0.7 0.0
C 0.308084 -4.136832 4.775796 -1.0 1.0 0.2
C -0.963301 3.248065 -3.286771 0.8 1.6 -1.4
O 5.836767 -0.005837 0.008568 0.3 -0.1 1.2
C 6.116977 -0.456323 -1.288992 1.0 0.8 -1.3
H -4.598763 3.624552 3.938693 -0.1 -0.1 -0.5
H -3.282747 -4.922182 -1.285340 0.0 0.0 0.0
H 1.320088 -2.210201 4.846801 0.2 -0.1 0.1
H -1.003532 8.534894 1.068745 -0.7 -1.0 -0.3
O -1.589054 -1.076329 -0.773065 -0.6 -0.2 0.2
H 0.911121 -3.709096 0.403497 0.1 0.1 0.0
H -4.983910 8.130531 1.638613 0.6 0.8 -1.2
H -2.214831 -3.587570 -6.900249 0.4 0.2 -0.1
C -6.560084 7.238573 4.151253 1.4 -0.5 0.9
O -0.265306 0.985634 -4.528424 0.5 0.1 -0.1
H -0.113907 2.854634 -2.683832 -0.7 0.3 -0.3
O -1.924621 2.278845 -3.611777 0.7 -1.4 -0.5
C 6.021282 -6.193435 -1.028612 0.8 0.5 0.0
O 3.018771 -5.370487 1.026190 0.1 -0.7 -0.3
C 1.095912 3.913078 2.420417 1.0 -1.2 1.8
C 4.731152 -0.486407 0.562348 -1.0 0.1 -0.3
H 4.334149 -7.082255 -2.192168 -0.1 -0.1 0.7
H 0.841262 -4.637556 -2.722449 -0.5 -0.8 -0.5
H -2.864291 -0.906034 6.122462 0.3 -0.4 0.2
H 4.236668 3.479506 -1.810595 -0.2 0.5 -0.6
H -1.374550 -0.070851 0.994255 0.5 0.2 0.7
O 0.148109 -1.840504 -1.869941 0.6 -0.4 -0.9
H -2.146269 -0.506395 -6.166163 -0.5 -0.3 -0.4
H -8.341519 7.230699 6.610007 -1.0 0.3 0.3
H 1.126616 -4.602542 4.312762 0.8 -1.1 -0.4
H 5.274621 -0.179779 -1.917443 -0.1 -0.4 -0.3
```
Positions in Å, forces in eV/Å.

no.,highest occupied orbital energy (eV)
1,-6.728
2,-9.825
3,-9.046
4,-9.672